Record 1
The following is a DFT calculation (the ωB97M-V functional and the def2-TZVPD basis) of C3H8N4O in the gas phase.

Each line ends with the Mulliken charge.
Positions of all 16 atoms, in Å:
C  0.06499  -2.22537  0.58115  -0.611
C  0.73797  -1.08753  0.64331  -0.085
N  0.16350  0.22819  1.02989  -0.047
N  -1.12572  0.15165  1.59063  -0.694
C  0.20422  0.80142  -0.27066  0.462
N  1.38550  1.37460  -0.63104  -0.413
N  -0.83836  0.63855  -1.02308  -0.342
O  -0.68778  1.15010  -2.33416  -0.452
H  -0.99984  -2.28123  0.72902  0.257
H  0.59587  -3.16008  0.45868  0.257
H  1.81087  -1.05380  0.50613  0.307
H  -1.83631  -0.08987  0.89807  0.279
H  -1.35283  1.05762  1.98293  0.260
H  1.40908  1.82105  -1.53229  0.235
H  2.03713  1.63699  0.08737  0.243
H  -1.56828  1.03771  -2.71595  0.346

Atoms 1-3, force components in eV/Å:
0.21 0.15 0.26
-0.38 -0.15 1.77
0.72 -1.31 -1.23

Output
Lowest unoccupied orbital energy = 0.9 eV
Energy relative to the best compared isomer or geometry (same formula, charge and spin) = 99.6 kcal/mol
Largest force on an atom = 2.468 eV/Å
Gap between HOMO and LUMO = 0.346 hartree

=====

Record 2
The following is a DFT calculation (the ωB97M-V functional and the def2-TZVPD basis) of 3 unconnected molecules or ions with the total composition C40H55Cl2NO9S.

Each line ends with the Mulliken charge.
Positions of all 108 atoms, in Å:
C  3.25612  1.39530  -4.96243  -1.013
C  1.83579  2.10619  -4.45183  0.094
O  0.91924  2.31243  -5.58397  -0.374
C  0.24317  1.07152  -5.99233  -0.516
C  -0.99302  0.59982  -5.02450  -0.122
C  -1.99545  1.85529  -4.56510  -0.513
C  -1.64073  2.44208  -3.07624  0.024
C  -2.87333  3.31821  -2.38522  -0.602
C  -2.82031  3.20459  -0.71738  0.445
C  -4.10892  2.63557  0.18446  -0.787
C  -4.02179  2.48420  1.81946  0.569
C  -5.25185  1.87631  2.77533  -0.185
Cl  -6.57932  2.91944  3.54059  -0.167
C  -5.17380  0.37856  3.00497  0.354
C  -6.22746  -0.47017  3.94186  -0.876
Cl  -3.79054  -0.64286  2.21727  -0.130
C  -2.64822  2.91060  2.67302  0.272
C  -2.51158  2.75247  4.31038  -0.800
C  -3.53449  3.79154  5.12656  0.048
O  -3.78604  5.02254  4.60258  -0.485
C  -1.37781  3.47083  1.80183  -0.519
C  -1.47709  3.60534  0.13660  0.273
S  0.15044  4.22450  -0.65649  -0.199
C  1.43112  3.17377  0.30006  0.225
C  2.67475  2.41790  -0.45089  -0.135
C  3.66214  1.48853  0.52734  0.090
C  4.87623  0.68746  -0.29077  -0.381
C  4.07770  -0.46971  -1.19705  -0.255
C  2.67829  -0.98073  -0.51432  -0.025
C  2.09715  -2.40338  -1.17455  -0.371
C  0.43087  -2.29873  -1.22282  0.203
O  -0.16392  -3.21879  -2.23557  -0.420
C  -1.63427  -2.94569  -2.31814  -0.421
C  3.42391  1.34930  2.14242  0.647
C  4.35368  0.41808  3.12475  -0.080
C  5.77809  1.09310  3.57534  -0.849
C  2.14465  2.15579  2.85146  -0.832
C  1.11344  3.08553  1.94036  -0.140
N  -0.10224  3.82124  2.53879  -0.272
H  3.53297  1.93027  -5.98625  0.310
H  3.14622  0.22755  -5.10658  0.267
H  4.12521  1.66130  -4.19445  0.262
H  2.12444  3.16892  -4.02199  0.257
H  1.31225  1.51201  -3.58248  0.093
H  -0.12756  1.22013  -7.11640  0.304
H  1.00291  0.15506  -6.04624  0.205
H  -1.65483  -0.14903  -5.65552  0.353
H  -0.54439  0.01593  -4.11360  -0.132
H  -3.08682  1.40065  -4.61598  0.342
H  -1.81765  2.69495  -5.38464  0.187
H  -1.35616  1.61429  -2.28997  0.035
H  -0.68166  3.13927  -3.21533  0.113
H  -3.87241  2.81845  -2.77415  0.278
H  -2.78625  4.43442  -2.76227  0.248
H  -5.11426  2.30018  -0.34876  0.197
H  -5.59225  -1.03870  4.77737  0.277
H  -6.74567  -1.31106  3.31220  0.182
H  -6.99507  0.20270  4.53519  0.321
H  -1.42305  3.03371  4.69898  0.266
H  -2.67802  1.62731  4.67312  0.277
H  -3.96868  3.42677  6.16568  0.285
H  2.86384  2.49881  -1.62705  0.165
H  5.38806  1.40842  -1.09242  0.310
H  5.65639  0.19590  0.43323  0.024
H  4.76190  -1.42921  -1.33835  0.360
H  3.81467  -0.04610  -2.28198  -0.136
H  1.77294  -0.21259  -0.63816  0.219
H  2.76217  -1.15633  0.65837  0.003
H  2.44103  -3.32483  -0.52586  0.176
H  2.49020  -2.43883  -2.28839  0.205
H  0.05940  -1.21446  -1.53748  -0.205
H  -0.04269  -2.48951  -0.14409  0.191
H  -2.05183  -2.37177  -1.38773  0.202
H  -2.16391  -4.01066  -2.33854  0.240
H  -1.94112  -2.43127  -3.34281  0.187
H  3.68031  0.06919  4.03962  0.434
H  4.61799  -0.57109  2.53116  -0.344
H  6.13375  0.56915  4.58607  0.268
H  6.57426  0.77701  2.75437  0.219
H  5.74068  2.24466  3.78058  0.284
H  1.91578  2.05055  4.01786  0.176
H  0.06407  4.84026  2.38926  0.399
C  7.42015  -3.41279  3.89349  -1.427
C  6.74663  -4.10311  2.72374  0.494
C  7.59686  -4.15517  1.49015  -0.532
O  6.63269  -4.20993  0.45520  -0.306
C  5.53237  -3.54780  0.93011  0.513
O  4.60443  -3.17014  0.23862  -0.469
O  5.62035  -3.36172  2.28154  -0.276
H  8.28369  -3.98448  4.24647  0.389
H  7.75518  -2.40615  3.61950  0.315
H  6.71562  -3.29085  4.72311  0.354
H  6.40361  -5.10163  3.02170  0.269
H  8.24755  -5.03381  1.46513  0.312
H  8.20495  -3.25577  1.34135  0.303
C  -8.65271  -2.21922  0.00160  -1.377
C  -7.63098  -3.20872  -0.52325  0.460
C  -6.53751  -3.51471  0.45554  -0.024
O  -5.45983  -3.87134  -0.39013  -0.321
C  -5.64643  -3.17285  -1.55288  0.592
O  -4.79607  -3.02507  -2.41132  -0.528
O  -6.91142  -2.65847  -1.61557  -0.359
H  -9.21865  -2.64086  0.83770  0.380
H  -8.17151  -1.29343  0.33624  0.296
H  -9.35364  -1.93632  -0.79097  0.356
H  -8.13250  -4.12124  -0.86863  0.243
H  -6.79456  -4.33707  1.12911  0.333
H  -6.23011  -2.64772  1.05109  -0.068

Atoms 1-3, force components in eV/Å:
-0.34 0.75 0.03
1.01 0.01 0.26
0.16 -1.75 1.01

Output
Lowest unoccupied orbital energy = -0.1 eV
Largest force on an atom = 8.950 eV/Å
Gap between HOMO and LUMO = 0.283 hartree

=====

Record 3
The following is a DFT calculation (the ωB97M-V functional and the def2-TZVPD basis) of 2 unconnected molecules or ions with the total composition CH5IOSi.

Each line ends with the Mulliken charge.
Positions of all 9 atoms, in Å:
C  0.63599  -1.00761  -0.33519  -0.496
O  0.61106  0.24625  -0.85879  -0.278
Si  -1.31163  1.58965  0.03714  0.193
I  -2.92613  -0.25431  0.04504  -0.088
H  1.22346  -1.78551  -0.81376  0.278
H  -0.31144  -1.65759  -0.27635  0.171
H  0.94980  -0.79779  0.72196  0.329
H  -1.16036  1.92797  -1.34737  -0.050
H  -1.35084  2.18292  1.33372  -0.060

Atoms 1-3, force components in eV/Å:
-0.78 -1.62 0.68
0.13 -0.99 -0.56
-0.13 -1.74 0.17

Output
Lowest unoccupied orbital energy (spin up / spin down) = 0.6 / -2.3 eV
Expectation value of S² = 2.007
Spin multiplicity = 3
Energy relative to the best compared isomer or geometry (same formula, charge and spin) = 40.8 kcal/mol
Largest force on an atom = 1.959 eV/Å
Gap between HOMO and LUMO (spin up / spin down) = 0.253 / 0.269 hartree

=====

Record 4
The following is a DFT calculation (the ωB97M-V functional and the def2-TZVPD basis) of a molecular structure, C10H8OS2.

Each line ends with the Mulliken charge.
Positions of all 21 atoms, in Å:
C  2.37472  -0.67077  -3.01405  -0.398
C  1.81198  -1.86086  -2.58273  -0.445
C  2.26508  0.53708  -2.23731  -0.349
C  0.72496  -1.87471  -1.66863  -0.499
C  1.29927  0.54159  -1.28935  0.146
C  0.58317  -0.68719  -0.99824  0.184
C  0.48285  1.26274  -0.17834  0.242
C  -2.45828  0.29387  3.33506  -0.685
C  -1.37383  0.79782  2.36905  -0.748
C  -0.14179  -0.02270  0.07682  0.494
O  0.46694  2.33577  0.37905  -0.605
S  -3.82248  -0.29511  2.19904  -0.328
S  -1.29546  -0.60880  1.21454  -0.066
H  3.11222  -0.63400  -3.85460  0.316
H  2.04063  -2.79601  -3.22029  0.281
H  2.74178  1.50914  -2.42989  0.383
H  0.09493  -2.66269  -1.31911  0.432
H  -2.04339  -0.44543  3.87519  0.353
H  -2.70970  1.21217  3.89650  0.366
H  -1.52199  1.71317  1.83877  0.401
H  -0.48832  1.14519  2.85952  0.524

Atoms 1-3, force components in eV/Å:
2.12 1.32 0.73
-1.31 -1.75 -2.19
-0.33 0.62 -1.16

Output
Lowest unoccupied orbital energy (spin up / spin down) = -2.3 / -2.3 eV
Energy relative to the best compared isomer or geometry (same formula, charge and spin) = 83.3 kcal/mol
Largest force on an atom = 5.267 eV/Å
Gap between HOMO and LUMO (spin up / spin down) = 0.189 / 0.189 hartree

=====

Record 5
The following is a DFT calculation (the ωB97M-V functional and the def2-TZVPD basis) of a molecular structure, C19H27F3InN4O3STe.

Each line ends with the Mulliken charge.
Positions of all 59 atoms, in Å:
In  -0.62318  -0.12630  -0.99616  1.605
C  4.12186  -0.13810  -1.51502  -1.327
C  3.55225  0.45611  -0.19274  0.456
C  3.30557  -0.59011  0.84488  -0.017
C  4.37092  -1.23512  1.42700  -0.478
C  4.05742  -2.33430  2.30926  -0.999
C  2.70005  -2.59013  2.61907  -0.883
C  1.66495  -1.80930  2.19687  0.861
C  0.22404  -2.10220  2.59192  1.048
C  -0.05417  -3.46611  3.19830  -1.576
C  1.98773  -0.75647  1.33574  -0.697
N  0.99307  0.13843  0.84810  0.456
C  0.67754  1.13425  1.54119  0.034
C  -0.47329  1.98394  1.05395  0.135
C  -1.06168  3.01183  1.78494  -0.857
C  -2.28534  3.24956  1.08842  -1.200
C  -2.37275  2.28241  0.08787  -0.748
N  -1.22387  1.56787  0.03361  0.242
H  4.03045  0.65961  -2.28066  0.313
H  3.60681  -1.03435  -1.77558  0.362
H  5.18792  -0.38602  -1.55632  0.390
H  2.68412  1.03283  -0.40676  -0.583
H  4.31906  1.23322  0.15007  0.291
H  5.38308  -1.00810  1.12436  0.464
H  4.86405  -2.96225  2.71157  0.337
H  2.56184  -3.41342  3.23562  0.351
H  -0.37377  -2.00383  1.67695  -0.621
H  -0.10403  -1.30183  3.23107  0.567
H  0.19310  -4.22102  2.45415  0.341
H  -1.10091  -3.49827  3.44712  0.458
H  0.64047  -3.61338  4.07663  0.309
H  1.27288  1.38400  2.48511  0.212
H  -0.61622  3.60748  2.55885  0.476
H  -2.99879  4.02888  1.27395  0.450
H  -3.12161  2.28351  -0.63795  0.608
N  -2.59241  0.06677  -2.48531  -0.486
C  -4.03881  0.04783  -2.10167  -0.580
C  -4.48456  -1.09515  -1.14211  -0.638
C  -4.04114  -0.92335  0.26436  -0.739
N  -2.63062  -1.22546  0.43758  -0.225
H  -2.63091  0.86025  -3.14281  0.234
H  -2.42523  -0.74832  -3.01572  0.220
H  -4.65074  0.06054  -3.00628  0.430
H  -4.17649  1.00674  -1.57769  0.198
H  -4.17220  -2.09140  -1.56052  0.261
H  -5.59962  -1.16144  -1.27126  0.358
H  -4.57532  -1.67932  0.84953  0.421
H  -4.28492  0.07022  0.63300  0.347
H  -2.28910  -2.04131  -0.01612  0.158
H  -2.28651  -1.32423  1.34855  0.101
F  1.15626  3.05516  -5.05678  -0.245
C  1.62234  3.05938  -3.81078  0.535
F  2.36459  4.16090  -3.67923  -0.223
F  2.40025  1.94990  -3.78565  -0.215
S  0.44753  2.86249  -2.30817  1.003
O  0.21048  1.35501  -2.47159  -0.759
O  1.30751  3.17713  -1.17042  -0.643
O  -0.71987  3.65356  -2.41683  -0.603
Te  0.09992  -2.55924  -1.53942  -0.691

Atoms 1-3, force components in eV/Å:
0.19 -0.71 -0.53
0.24 1.44 -0.12
2.52 0.59 -0.42

Output
Total charge = -1
Lowest unoccupied orbital energy = 2.4 eV
Energy relative to the best compared isomer or geometry (same formula, charge and spin) = 2.7 kcal/mol
Largest force on an atom = 3.792 eV/Å
Gap between HOMO and LUMO = 0.227 hartree

=====

Record 6
The following is a DFT calculation (the ωB97M-V functional and the def2-TZVPD basis) of 2 unconnected molecules or ions with the total composition C3H5N2O.

Each line ends with the Mulliken charge.
Positions of all 11 atoms, in Å:
C  -0.55288  0.35023  -0.33023  0.563
C  2.61172  1.30458  -0.08794  0.588
C  -0.73015  0.43428  1.06440  -0.910
N  -0.69865  0.10331  -1.46377  -0.076
N  1.55305  1.69278  -0.51095  -0.478
O  3.45522  0.79305  0.49010  -0.302
H  -0.62099  -0.57085  1.34431  0.316
H  -1.61632  0.81579  1.26847  0.399
H  -0.06980  1.11027  1.53733  0.378
H  -0.47790  -0.04431  -2.40806  0.302
H  1.33612  2.41882  -1.11346  0.221

Atoms 1-3, force components in eV/Å:
-0.82 -0.46 -4.43
-0.04 -0.11 0.63
3.22 -0.66 -0.94

Output
Total charge = +1
Lowest unoccupied orbital energy = -4.6 eV
Energy relative to the best compared isomer or geometry (same formula, charge and spin) = 51.8 kcal/mol
Largest force on an atom = 4.920 eV/Å
Gap between HOMO and LUMO = 0.397 hartree

=====

Record 7
The following is a DFT calculation (the ωB97M-V functional and the def2-TZVPD basis) of 8 unconnected molecules or ions with the total composition C7H30N6O10.

Each line ends with the Mulliken charge.
Positions of all 53 atoms, in Å:
N  0.16321  0.55973  0.18136  -0.144
C  0.85089  -0.29756  0.95729  0.719
N  2.14589  -0.32866  0.58457  -0.257
O  0.31963  -1.12480  1.71840  -0.949
H  -0.77059  0.80680  0.46041  0.117
H  0.72123  1.02220  -0.51408  0.156
H  2.66282  -1.09394  0.98945  0.277
H  2.46320  0.13426  -0.24880  0.086
N  1.44695  1.57738  -4.62820  -0.526
C  1.37406  2.23054  -3.43819  0.663
N  1.67265  3.53160  -3.49978  -0.407
O  1.18607  1.53159  -2.42638  -0.715
H  1.46447  0.60512  -4.32248  0.264
H  2.15924  2.00625  -5.19773  0.227
H  1.73447  4.08599  -2.66291  0.228
H  1.87766  3.99777  -4.36414  0.169
N  3.01680  -2.31828  -1.65499  -0.454
C  3.34661  -1.67907  -2.81579  0.731
N  4.54366  -1.06026  -2.74527  -0.427
O  2.63963  -1.56587  -3.81445  -0.662
H  2.01329  -2.35242  -1.56338  0.238
H  3.71689  -2.24319  -0.94339  0.215
H  4.77989  -0.55655  -3.58406  0.210
H  5.12775  -1.00905  -1.93226  0.170
O  -2.96654  3.13502  -1.90284  -0.507
C  -3.84609  3.56129  -0.86743  -0.351
C  -3.49585  3.01100  0.51532  -0.072
O  -4.09857  3.76552  1.55073  -0.565
H  -2.05548  3.42584  -1.84190  0.257
H  -3.74066  4.64803  -0.90405  0.273
H  -4.89284  3.34900  -1.07607  0.283
H  -2.40585  3.01242  0.64810  0.133
H  -3.68604  1.94380  0.66713  0.233
H  -3.74101  3.57627  2.41982  0.310
O  -2.34195  -4.50768  2.27578  -0.535
C  -2.62551  -3.71681  1.12739  -0.151
C  -3.86402  -2.81664  1.24232  -0.360
O  -3.72869  -1.85293  2.26315  -0.474
H  -1.46038  -4.29526  2.58251  0.340
H  -1.72139  -3.11593  0.99076  -0.042
H  -2.65895  -4.35666  0.24139  0.351
H  -4.80609  -3.36809  1.33071  0.265
H  -4.00030  -2.33507  0.26967  0.304
H  -3.18346  -2.28642  2.93536  0.323
O  -1.42719  -1.77616  3.95084  -0.611
H  -0.83560  -2.23518  4.55331  0.281
H  -0.86982  -1.53482  3.19613  0.444
O  4.21255  1.19460  2.86395  -0.649
H  3.65579  0.42369  2.70885  0.326
H  3.69768  1.74734  3.45785  0.315
O  2.40108  -1.46614  3.47391  -0.644
H  2.10574  -2.19882  4.01963  0.275
H  1.72304  -1.39081  2.77250  0.319

Atoms 1-3, force components in eV/Å:
-0.18 -0.01 1.00
-1.39 -0.66 -1.95
0.99 -0.80 1.22

Output
Lowest unoccupied orbital energy = 0.0 eV
Energy relative to the best compared isomer or geometry (same formula, charge and spin) = 29.4 kcal/mol
Largest force on an atom = 2.481 eV/Å
Gap between HOMO and LUMO = 0.352 hartree

=====

The lowest largest force on an atom belongs to which entry? CH5IOSi

=====

Which value of largest force on an atom does entry 2 give? 8.950 eV/Å

=====

Which formula does entry 4 have? C10H8OS2